{
  "formula": "C30H86MgO14",
  "method": "the ωB97M-V functional and the def2-TZVPD basis",
  "symbols": ["Mg", "C", "C", "C", "O", "H", "H", "H", "H", "H", "H", "H", "C", "C", "C", "O", "H", "H", "H", "H", "H", "H", "H", "C", "C", "O", "H", "H", "H", "H", "H", "H", "C", "C", "O", "H", "H", "H", "H", "H", "H", "C", "C", "O", "H", "H", "H", "H", "H", "H", "C", "C", "O", "H", "H", "H", "H", "H", "H", "C", "C", "O", "H", "H", "H", "H", "H", "H", "C", "C", "O", "H", "H", "H", "H", "H", "H", "C", "C", "O", "H", "H", "H", "H", "H", "H", "C", "C", "O", "H", "H", "H", "H", "H", "H", "C", "C", "O", "H", "H", "H", "H", "H", "H", "C", "C", "O", "H", "H", "H", "H", "H", "H", "C", "C", "O", "H", "H", "H", "H", "H", "H", "C", "C", "O", "H", "H", "H", "H", "H", "H"],
  "xyz": [[1.1463, -3.0617, -1.7540], [-1.9127, -5.3555, -0.8197], [-1.0338, -4.4121, 0.0388], [-1.3072, -4.7559, 1.5454], [0.3051, -4.3029, -0.3929], [-1.6674, -6.4165, -0.7728], [-1.8685, -5.0378, -1.8614], [-2.9053, -5.2570, -0.3801], [-1.4000, -3.3944, -0.0965], [-1.2803, -5.8437, 1.6088], [-2.2615, -4.2904, 1.7919], [-0.5598, -4.3884, 2.2486], [-0.9039, 0.4618, -0.7425], [0.5314, -0.1311, -0.6636], [0.8309, -0.4530, 0.8193], [0.8577, -1.1369, -1.6112], [-1.1104, 1.2119, 0.0210], [-1.6508, -0.3229, -0.6226], [-1.1259, 0.9976, -1.6654], [1.2409, 0.6857, -0.7960], [1.8012, -0.9217, 0.9835], [0.0838, -1.1436, 1.2103], [0.6572, 0.4167, 1.4528], [0.8426, 2.6972, -3.6799], [2.0402, 1.7496, -3.8529], [1.6100, 0.4577, -4.0015], [0.0986, 2.4494, -4.4370], [1.0454, 3.7667, -3.7348], [0.3679, 2.5005, -2.7186], [2.7223, 1.8511, -3.0088], [2.4713, 2.0528, -4.8071], [1.2946, 0.0904, -3.1725], [-4.1950, 2.6264, -1.1184], [-4.1384, 2.1643, 0.2892], [-5.1015, 2.8240, 1.0048], [-3.8748, 3.6682, -1.1068], [-5.1822, 2.5794, -1.5782], [-3.5367, 2.0515, -1.7697], [-3.1456, 2.3703, 0.6892], [-4.2992, 1.0870, 0.2477], [-5.0905, 2.3738, 1.8526], [2.2325, 3.4701, -0.0406], [2.9041, 4.4647, -0.9729], [1.9670, 5.2661, -1.7753], [2.9260, 2.7550, 0.4019], [1.4097, 2.9523, -0.5336], [1.7583, 4.0735, 0.7334], [3.4430, 3.9486, -1.7674], [3.6200, 5.1371, -0.5001], [1.3552, 5.7819, -1.2450], [-3.6858, -2.4702, -2.3840], [-4.5133, -1.4525, -1.5967], [-5.8589, -1.8989, -1.8189], [-2.6158, -2.3360, -2.2253], [-3.9381, -2.5529, -3.4411], [-3.9334, -3.4845, -2.0708], [-4.5027, -0.4628, -2.0531], [-4.2784, -1.3840, -0.5345], [-6.0155, -2.7568, -1.4176], [4.0102, -2.3423, 1.6805], [5.3546, -3.0831, 1.7372], [6.2337, -2.5282, 0.7520], [3.2995, -2.6963, 2.4273], [3.5514, -2.5926, 0.7239], [4.0426, -1.2588, 1.7943], [5.3233, -4.1619, 1.5847], [5.8355, -3.0116, 2.7127], [5.6717, -2.2905, 0.0109], [5.8093, 0.7521, -1.1658], [4.5650, -0.1364, -1.3335], [5.0545, -1.4333, -1.5244], [6.4310, 0.4247, -0.3325], [5.6163, 1.8017, -0.9439], [6.3860, 0.8514, -2.0854], [3.9827, 0.2098, -2.1875], [3.8841, -0.0961, -0.4833], [4.3215, -1.9971, -1.7822], [-0.6351, -1.7190, -4.8639], [0.5185, -2.6662, -4.5854], [0.1749, -3.4755, -3.4410], [-0.9493, -1.0833, -4.0360], [-1.5248, -2.3088, -5.0845], [-0.4087, -1.1161, -5.7433], [1.3908, -2.0818, -4.2926], [0.8160, -3.3117, -5.4118], [-0.3178, -4.2126, -3.8092], [-0.9813, 2.5409, 2.9562], [-2.0680, 2.9568, 3.9473], [-1.8562, 4.3585, 4.2445], [-0.0373, 2.9809, 3.2776], [-1.2277, 2.9412, 1.9728], [-0.8515, 1.4588, 2.9706], [-1.9561, 2.4402, 4.9006], [-3.0826, 2.7835, 3.5887], [-2.4292, 4.6293, 4.9656], [-2.4735, 1.2922, -4.7819], [-3.0366, 2.6923, -4.6895], [-3.4429, 3.1785, -5.9596], [-3.2090, 0.5341, -5.0510], [-2.0075, 0.9822, -3.8465], [-1.7189, 1.3198, -5.5680], [-2.2979, 3.3715, -4.2640], [-3.8982, 2.6521, -4.0232], [-3.8036, 4.0660, -5.8972], [3.0263, 2.6249, 3.7065], [3.9502, 1.7187, 2.8132], [4.6843, 0.8929, 3.6854], [3.6379, 3.2734, 4.3337], [2.3758, 2.0396, 4.3564], [2.4160, 3.3481, 3.1656], [4.7610, 2.3076, 2.3844], [3.4531, 1.0616, 2.0996], [5.4184, 0.5048, 3.2036], [-3.6492, -1.5143, 2.3283], [-2.5214, -1.4888, 3.3802], [-2.8657, -0.4492, 4.3254], [-3.2759, -2.0965, 1.4858], [-3.8461, -0.5034, 1.9713], [-4.4994, -2.0023, 2.8048], [-1.6056, -1.2795, 2.8273], [-2.3457, -2.4455, 3.8721], [-2.2536, -0.5532, 5.0576], [0.5330, -0.5354, 4.8850], [0.3702, -1.1202, 6.2560], [-0.9008, -1.6996, 6.3781], [-0.1947, 0.2490, 4.6769], [0.4404, -1.2617, 4.0775], [1.5401, -0.1409, 4.7503], [0.4902, -0.3276, 6.9946], [1.1582, -1.8555, 6.4193], [-1.0266, -1.9211, 7.3037]],
  "forces_ev_per_a": [[-0.07, -0.34, 1.67], [0.26, 0.60, 0.56], [1.35, 0.55, -0.32], [0.88, -0.02, -1.06], [-0.34, -0.40, 0.01], [0.46, 0.02, 0.18], [-0.28, 0.02, -0.02], [-0.46, -0.03, -0.48], [-0.96, 0.36, -0.02], [-0.44, -0.10, 0.41], [-0.22, -0.49, 0.24], [0.17, 0.27, -0.26], [0.20, -0.25, -0.32], [0.64, -0.04, 0.19], [-1.02, -0.89, -0.08], [-0.85, 0.83, 0.78], [0.31, -0.05, 0.40], [-0.05, -0.22, -0.01], [0.22, -0.27, -0.39], [0.08, 0.62, -0.64], [0.08, 0.27, -0.11], [-0.10, -0.55, -0.09], [0.51, 0.40, -0.11], [-0.32, -0.23, 0.32], [-0.85, 1.76, -0.29], [-0.08, -1.23, -0.82], [0.05, -0.01, -0.15], [0.34, -0.07, 0.04], [-0.09, 0.07, 0.19], [0.39, 0.18, -0.08], [0.71, -0.16, 0.15], [-0.19, -0.57, 0.84], [0.36, 0.82, -0.98], [0.94, -1.16, -1.35], [-1.13, 0.39, 1.36], [0.00, 0.15, -0.45], [-0.19, -0.08, 0.33], [0.24, 0.04, 0.14], [0.25, -0.19, 0.10], [-0.01, -0.34, 0.51], [-0.44, 0.32, 0.38], [-0.43, 1.01, 0.01], [-0.58, 0.22, -1.53], [0.56, -0.58, 0.41], [0.01, 0.09, -0.05], [0.24, -0.16, -0.23], [0.00, -0.23, 0.47], [0.14, -0.14, 0.11], [-0.08, -0.06, 0.38], [0.12, -0.12, 0.43], [0.69, -0.13, 0.53], [-0.77, -1.32, -1.50], [-0.93, 0.78, 0.41], [0.16, -0.03, -0.25], [0.06, 0.86, -0.11], [0.09, -0.03, 0.65], [0.28, 0.05, 0.14], [0.19, -0.09, -0.02], [0.31, -0.03, 0.12], [-0.21, -1.13, 0.13], [0.43, 0.80, -0.11], [0.15, -0.26, 1.05], [0.04, -0.17, 0.17], [-0.15, 0.21, -0.20], [0.54, -0.02, -0.06], [-0.79, -0.14, -0.25], [0.11, 0.49, 0.13], [0.03, 0.29, -0.71], [-0.29, 0.59, 0.24], [0.65, 1.19, -0.08], [0.40, -0.35, -0.03], [0.14, -0.38, -0.21], [-0.71, 0.11, 0.19], [0.12, -0.67, -0.03], [-0.04, -0.12, -0.22], [0.04, 0.10, 0.36], [-0.64, -0.56, -0.32], [-0.38, -0.53, -0.72], [-0.05, 1.24, 0.68], [-0.14, -0.25, -0.97], [0.69, -0.04, 0.15], [-0.17, -0.13, -0.27], [-0.03, 0.17, 0.08], [0.15, -0.08, -0.02], [-0.23, 0.07, -0.11], [-0.11, -0.40, 0.58], [-0.47, 0.32, 0.59], [0.69, 0.60, 0.64], [-0.05, -0.10, -0.48], [0.01, 0.04, 0.02], [0.14, -0.28, -0.12], [-0.22, 0.02, -0.38], [-0.01, -0.47, -0.08], [0.00, -0.03, -0.21], [-0.11, -0.12, -0.02], [0.25, 0.23, -0.67], [-0.52, 0.01, 0.61], [0.08, -0.44, -0.63], [-0.18, 0.16, -0.04], [0.05, 0.16, 0.01], [0.21, -0.32, 0.07], [0.16, -0.01, 0.16], [-0.14, 0.25, 0.19], [0.06, -0.04, 0.28], [0.62, -0.25, -0.67], [0.19, 0.90, 1.05], [0.12, -0.89, 1.32], [0.30, -0.32, 0.16], [0.06, -0.13, -0.13], [-0.12, -0.37, -0.46], [-0.71, 0.62, -0.95], [-0.45, 0.50, -0.29], [-0.02, -0.12, -0.06], [1.02, -0.66, 0.90], [-0.65, 0.87, -0.74], [0.37, -0.59, -0.52], [-0.26, -0.18, -0.09], [-0.19, -0.03, 0.20], [-0.35, 0.26, -0.44], [0.32, 0.41, 0.23], [-0.36, -0.08, 0.10], [0.09, -0.06, 0.37], [0.22, 0.10, -0.76], [0.79, 0.36, -0.21], [-0.74, -0.24, 0.07], [0.05, 0.12, 0.14], [-0.19, -0.31, 0.18], [0.02, 0.23, 0.21], [0.09, 0.12, 0.18], [0.07, -0.19, 0.12], [-0.19, -0.12, 0.00]],
  "lowdin_spin": [0.41, 0.00, 0.01, 0.00, 0.06, 0.00, 0.00, 0.00, 0.00, 0.00, 0.00, 0.00, 0.00, 0.01, 0.00, 0.08, 0.00, 0.00, 0.00, 0.00, 0.00, 0.00, 0.00, 0.00, 0.00, 0.01, 0.00, 0.00, 0.00, 0.00, 0.00, 0.00, 0.00, 0.00, 0.00, 0.00, 0.00, 0.00, 0.00, 0.00, 0.00, 0.00, 0.00, 0.00, 0.00, 0.00, 0.00, 0.00, 0.00, 0.00, 0.00, 0.00, 0.00, 0.00, 0.00, 0.00, 0.00, 0.00, 0.00, 0.02, 0.00, 0.01, 0.00, 0.02, 0.00, 0.00, 0.00, 0.00, 0.00, 0.01, 0.07, 0.00, 0.00, 0.00, 0.00, 0.00, 0.07, 0.01, 0.04, 0.08, 0.00, 0.00, 0.00, 0.03, 0.01, 0.01, 0.00, 0.00, 0.00, 0.00, 0.00, 0.00, 0.00, 0.00, 0.00, 0.00, 0.00, 0.00, 0.00, 0.00, 0.00, 0.00, 0.00, 0.00, 0.00, 0.00, 0.00, 0.00, 0.00, 0.00, 0.00, 0.00, 0.00, 0.00, 0.00, 0.00, 0.00, 0.00, 0.00, 0.00, 0.00, 0.00, 0.00, 0.00, 0.00, 0.00, 0.00, 0.00, 0.00, 0.00, 0.00],
  "spin_multiplicity": 2,
  "total_charge": -1,
  "homo_energy_ev": [-1.2, -5.3],
  "gap_ev": [3.18, 7.31]
}